The following is a DFT calculation (the ωB97M-V functional and the def2-TZVPD basis) of a 3-piece molecular cluster, C39H27ClN2O4 overall.

XYZ file:
```
73
Properties=species:S:1:pos:R:3:forces:R:3
O -5.027 -2.002 1.482 -0.4986 -0.2047 0.1174
C -6.115 -2.490 1.763 1.1687 0.5339 -0.3120
C -6.222 -3.529 2.808 0.2950 -0.3568 0.4293
C -5.073 -3.942 3.494 -0.0350 -0.2067 0.2334
C -5.172 -4.894 4.510 -0.0800 0.2356 -0.2668
C -6.414 -5.433 4.844 -0.2267 0.1756 -0.2585
C -7.557 -5.035 4.149 0.2554 -0.1105 0.1775
C -7.460 -4.086 3.125 0.2958 -0.3273 0.4621
C -8.672 -3.684 2.383 -1.3702 -0.6524 0.3024
O -9.751 -4.214 2.624 0.6936 0.3391 -0.1499
C -8.569 -2.632 1.353 -0.3066 0.3669 -0.4415
C -9.719 -2.217 0.669 0.0286 0.2316 -0.1994
C -9.637 -1.200 -0.283 0.1084 -0.2554 0.2720
C -8.410 -0.594 -0.553 0.2666 -0.1785 0.2177
C -7.260 -1.015 0.117 -0.2884 0.0876 -0.1561
C -7.339 -2.041 1.069 -0.2766 0.4211 -0.4322
H -4.101 -3.522 3.243 -0.3235 0.0077 -0.0504
H -4.280 -5.211 5.045 -0.1593 0.0746 -0.1136
H -6.493 -6.166 5.644 -0.0027 0.1324 -0.1612
H -8.523 -5.465 4.411 0.1684 0.1995 -0.2118
H -10.681 -2.682 0.878 0.3274 0.0149 0.0830
H -10.532 -0.877 -0.810 0.1648 -0.0741 0.1122
H -8.348 0.206 -1.288 0.0254 -0.1558 0.1487
H -6.306 -0.539 -0.102 -0.2010 -0.2218 0.1397
O 5.702 1.166 -0.548 0.4981 -0.4170 0.0927
C 6.630 0.387 -0.365 -1.0562 0.9003 -0.2008
C 7.855 0.832 0.331 0.3200 0.4622 0.2944
C 7.945 2.148 0.803 0.2553 0.0807 0.1619
C 9.082 2.565 1.496 -0.2449 -0.2017 -0.1822
C 10.129 1.672 1.721 -0.1297 -0.3174 -0.1828
C 10.049 0.365 1.236 0.0478 0.3060 0.1254
C 8.912 -0.054 0.534 0.2858 0.4627 0.3261
C 8.844 -1.432 0.010 1.1964 -0.9575 0.1778
O 9.795 -2.193 0.141 -0.6089 0.4818 -0.0823
C 7.612 -1.883 -0.668 -0.3279 -0.4819 -0.3019
C 7.523 -3.200 -1.138 -0.2717 -0.0957 -0.1274
C 6.350 -3.645 -1.750 0.2541 0.2228 0.1756
C 5.266 -2.780 -1.894 0.1340 0.3519 0.1540
C 5.358 -1.463 -1.440 -0.0330 -0.3203 -0.1175
C 6.536 -1.011 -0.830 -0.3638 -0.4934 -0.2753
H 7.129 2.849 0.635 0.0990 -0.3068 -0.0302
H 9.148 3.586 1.866 -0.0329 -0.1913 -0.0775
H 11.010 1.992 2.272 -0.1565 -0.0765 -0.1144
H 10.872 -0.325 1.411 -0.2950 0.0489 -0.1518
H 8.363 -3.883 -1.025 -0.1205 0.3082 0.0656
H 6.281 -4.669 -2.110 0.0317 0.1944 0.0761
H 4.349 -3.130 -2.362 0.1694 0.0929 0.0903
H 4.508 -0.792 -1.559 0.3153 -0.0350 0.0968
C 3.475 3.988 -0.969 -0.3126 0.9551 0.7854
C 2.024 4.486 -1.580 1.2073 -0.2895 -0.5874
Cl 0.866 4.624 -0.102 0.8461 -0.1934 -1.2661
C 1.430 3.445 -2.744 -1.6967 1.2565 0.3638
C -0.221 3.716 -2.744 -1.7801 1.7277 -1.2445
C -0.712 5.093 -3.499 -2.2276 -3.7340 2.5220
C -2.327 5.438 -3.492 1.1533 -4.0724 2.2291
C -3.347 4.374 -2.759 3.0018 1.1866 -0.8403
C -2.841 2.982 -1.988 0.5558 0.6470 -0.4024
N -3.883 2.118 -1.334 6.2016 -2.1308 0.6588
C -3.259 0.931 -0.656 1.5465 2.5287 -1.5017
C -1.661 0.635 -0.634 -0.2231 2.2855 -1.5580
N -0.606 1.466 -1.309 -7.0901 0.5841 0.6016
C -1.249 2.648 -1.978 0.0659 1.0057 -0.5199
H 3.544 4.460 0.120 -0.0456 -1.0194 -2.3668
H 3.557 2.822 -0.838 -0.1935 2.3887 -0.5477
H 4.358 4.455 -1.588 -1.7284 -1.2246 1.0264
H 2.090 5.595 -2.015 -0.1753 -2.5807 0.9985
H 1.710 2.330 -2.523 -0.6824 2.2835 -0.3490
H 1.786 3.787 -3.823 -0.4919 -0.7890 2.4433
H 0.090 5.809 -4.000 -1.9392 -1.7592 1.1931
H -2.650 6.442 -4.017 0.3461 -2.4220 1.2926
H -4.503 4.665 -2.770 2.8536 -0.9631 0.1515
H -3.966 0.178 -0.066 1.6221 1.8759 -1.4844
H -1.290 -0.322 -0.033 -0.8088 2.3582 -1.5324
```
Positions in Å, forces in eV/Å.

Values from the calculation:
- HOMO level (eV) = -8.046
- structure (SMILES) = O=C1c2ccccc2C(=O)c2ccccc21.O=C1c2ccccc2C(=O)c2ccccc21.C[C@H](Cl)Cc1cccc2nccnc12
- energy (hartree) = -2372.64383
- charge = 0

=====

The following is a DFT calculation (the ωB97M-V functional and the def2-TZVPD basis) of an isolated ion of composition C7H12 and charge +1.

XYZ file:
```
19
Properties=species:S:1:pos:R:3:forces:R:3
C 1.123 -0.990 1.848 0.0134 -0.5068 0.1818
C 1.071 -0.432 0.449 -0.0090 0.2761 0.5438
C 2.240 -0.262 -0.228 -0.3019 0.6243 0.2054
C -0.306 1.083 -0.918 -0.6037 1.0807 -1.2488
C -0.198 -0.064 -0.141 0.3082 -0.0714 0.6106
C -1.423 -0.785 0.315 0.4934 -0.0720 0.6081
C -1.426 1.445 -1.844 -0.5441 -1.0682 1.3307
H 1.221 -0.206 2.600 -0.1022 0.4185 -0.2449
H 2.005 -1.610 2.004 -0.1416 -0.1683 -0.1695
H 0.233 -1.542 2.141 0.1012 -0.1962 -0.1159
H 2.306 0.268 -1.170 -0.0721 -0.2107 -0.1401
H 3.161 -0.579 0.240 0.0839 -0.1097 -0.1727
H 0.366 1.919 -0.734 0.5515 -0.4300 -0.1799
H -1.594 -0.453 1.350 -0.0996 0.1249 -0.1273
H -1.191 -1.844 0.444 -0.3224 -0.0757 -0.3661
H -2.325 -0.575 -0.242 0.0275 -0.1856 -0.1875
H -1.936 2.301 -1.394 0.1175 0.3623 -0.2170
H -2.172 0.650 -1.851 0.0891 0.0068 -0.3299
H -1.153 1.676 -2.869 0.4110 0.2010 0.0193
```
Positions in Å, forces in eV/Å.

Values from the calculation:
- spin multiplicity = 2
- HOMO level (spin up / spin down) (eV) = -14.341 / -14.750
- energy (hartree) = -273.57027
- charge = +1

=====

The following is a DFT calculation (the ωB97M-V functional and the def2-TZVPD basis) of one molecule with the formula C3H3I2N.

XYZ file:
```
9
Properties=species:S:1:pos:R:3:forces:R:3
N 0.338 2.610 0.323 -0.1173 0.6408 0.5036
C 0.355 1.508 0.023 -0.0179 -1.3923 -1.8344
C 0.474 0.136 -0.505 -1.0021 -2.3667 2.3040
I 2.572 -0.447 -0.089 -0.9321 0.0562 -0.2541
C -0.568 -0.860 0.313 1.7805 0.5206 -0.4997
I -2.570 -0.277 -0.164 0.2033 -0.4100 -0.2475
H 0.218 -0.183 -1.504 0.5145 1.2985 -0.6571
H -0.316 -1.976 0.295 -0.5458 1.7623 -0.5287
H -0.502 -0.511 1.309 0.1169 -0.1094 1.2139
```
Positions in Å, forces in eV/Å.

Values from the calculation:
- HOMO level (eV) = -10.010
- structure (SMILES) = N#C[C@@H](I)CI
- energy (hartree) = -766.21242
- charge = 0

=====

The following is a DFT calculation (the ωB97M-V functional and the def2-TZVPD basis) of a 10-piece molecular cluster, C25H62O13 overall.

XYZ file:
```
100
Properties=species:S:1:pos:R:3:forces:R:3
O 3.841 -3.287 0.983 -3.6991 1.7036 -8.0203
C 3.141 -2.895 -0.085 0.4976 0.4490 5.9303
C 1.914 -1.828 0.136 -0.1299 -1.7632 -6.3362
C 1.345 -1.808 -1.240 -0.2864 1.6240 2.8503
C -0.008 -0.882 -1.568 0.3148 -1.0662 -0.6513
C -1.293 -1.906 -1.261 0.9592 1.0941 0.4214
C -2.740 -1.136 -1.205 0.7830 -1.2874 0.5909
O -3.774 -2.215 -1.066 2.1193 -0.1589 0.4051
C 2.118 -2.782 -2.352 -2.0935 0.4090 -1.8390
O 1.793 -3.045 -3.629 2.9288 1.5395 9.0417
O 3.226 -3.285 -1.507 -0.9355 0.1312 0.1683
H 1.564 -1.236 1.092 1.0748 -1.4972 -1.9688
H -0.050 0.103 -0.930 0.3138 -2.1903 -0.9643
H -0.013 -0.530 -2.709 0.0525 -0.9756 2.4716
H -1.212 -2.753 -2.069 -0.5732 1.5730 1.6189
H -1.080 -2.345 -0.176 -0.5488 0.7102 -2.3307
H -2.923 -0.517 -2.183 0.1276 -1.2333 1.9998
H -2.784 -0.479 -0.216 0.1770 -1.0906 -2.3193
H -3.299 -3.039 -0.691 -1.0265 1.9854 -0.9894
C 1.087 4.026 -0.238 0.2450 -0.0160 -0.1002
C -0.229 3.381 -0.618 0.1565 0.2683 0.1222
O -1.060 3.263 0.528 -0.3507 0.1389 0.3624
H 1.600 3.434 0.526 -0.0625 -0.0413 -0.1496
H 1.741 4.120 -1.110 -0.0642 0.0630 0.1548
H 0.922 5.022 0.188 0.0056 0.0236 -0.1478
H -0.061 2.378 -1.023 -0.1112 0.1513 0.1245
H -0.754 3.974 -1.373 0.1370 -0.0595 -0.1807
H -1.210 4.159 0.874 0.0629 -0.5124 -0.1872
C 2.724 7.721 2.056 -0.1648 0.0193 0.1894
C 3.584 6.702 1.338 -0.0005 0.3606 -0.0333
O 3.522 6.919 -0.064 0.1196 0.1511 -0.3209
H 1.684 7.652 1.721 0.1380 -0.0770 0.0629
H 2.756 7.565 3.138 -0.0226 0.0921 -0.0560
H 3.063 8.739 1.836 0.0527 -0.0788 0.1063
H 3.228 5.688 1.543 0.0622 0.0943 -0.2256
H 4.627 6.774 1.659 -0.0188 -0.0949 0.2038
H 3.848 7.819 -0.237 -0.1827 -0.5009 0.0618
C 2.963 3.490 -4.567 0.0147 0.1723 -0.1732
C 3.213 2.763 -3.262 -0.0274 -0.0554 -0.3776
O 2.079 1.979 -2.919 -0.3062 -0.4190 0.0964
H 2.083 4.136 -4.485 0.1518 -0.0280 0.0799
H 3.826 4.103 -4.843 -0.0746 -0.0342 -0.0329
H 2.762 2.779 -5.374 0.1225 0.0138 0.0551
H 3.391 3.477 -2.453 -0.1113 -0.2123 -0.0024
H 4.084 2.105 -3.339 0.1455 0.1486 0.0085
H 1.934 1.342 -3.639 0.0668 0.3628 0.3005
C -0.641 -1.303 4.204 -0.0363 -0.1197 0.0713
C 0.664 -1.974 3.828 -0.3051 0.1217 0.2959
O 1.590 -1.005 3.360 0.3791 0.3331 -0.0714
H -1.065 -0.777 3.343 0.0440 -0.0807 0.1313
H -1.368 -2.037 4.563 0.0041 0.0484 -0.0055
H -0.480 -0.554 4.987 -0.0200 -0.2868 -0.2313
H 0.502 -2.705 3.031 0.2340 0.1153 -0.0055
H 1.101 -2.491 4.688 -0.0949 -0.1700 -0.0347
H 1.733 -0.365 4.078 -0.1203 -0.2760 -0.3951
C -4.190 -6.337 1.048 -0.0117 0.0122 0.2342
C -4.679 -5.690 -0.232 -0.0102 -0.3538 0.2686
O -3.608 -5.573 -1.156 0.2844 -0.0297 -0.4509
H -3.384 -5.745 1.494 -0.1594 -0.0043 -0.0480
H -5.003 -6.430 1.773 0.1051 -0.0451 -0.0335
H -3.781 -7.332 0.847 -0.1375 0.0181 0.0223
H -5.067 -4.687 -0.030 0.1223 -0.0559 -0.1920
H -5.476 -6.282 -0.691 -0.1609 0.0552 0.1509
H -3.276 -6.469 -1.335 -0.1211 0.5016 0.0710
C 4.051 2.118 4.861 0.1085 -0.0651 -0.1854
C 2.772 2.852 5.206 0.3424 -0.0489 0.1236
O 2.146 2.236 6.323 -0.1493 -0.0871 0.4239
H 3.842 1.068 4.631 0.0057 0.1577 -0.0544
H 4.543 2.577 3.999 0.0273 -0.0825 0.0838
H 4.743 2.126 5.709 -0.0095 0.1014 -0.0937
H 2.074 2.822 4.364 -0.0510 -0.0439 0.2236
H 2.974 3.899 5.450 0.0319 0.0748 -0.1976
H 2.770 2.275 7.067 -0.3587 -0.0472 -0.3846
C -2.279 2.165 7.399 -0.1911 0.0136 0.1799
C -1.419 1.147 6.680 0.0394 0.4088 0.0840
O -1.480 1.363 5.278 0.0267 0.4351 -0.2703
H -3.319 2.096 7.063 0.1388 -0.0769 0.0681
H -2.246 2.010 8.481 -0.0199 0.0885 -0.0604
H -1.940 3.183 7.179 0.0716 -0.0848 0.1033
H -1.774 0.132 6.886 0.0256 0.0937 -0.2156
H -0.375 1.218 7.001 -0.0134 -0.0638 0.1686
H -1.155 2.263 5.106 -0.1610 -0.4794 0.0831
C 2.616 -1.879 -7.239 0.1427 -0.2232 0.0497
C 1.699 -0.965 -6.453 0.0646 -0.1419 -0.2997
O 1.939 0.388 -6.811 -0.0624 0.4711 -0.2296
H 3.665 -1.630 -7.046 -0.1609 -0.0475 0.0693
H 2.447 -2.926 -6.971 0.0419 0.0765 -0.0671
H 2.453 -1.759 -8.315 -0.0879 -0.0736 0.0639
H 1.880 -1.072 -5.380 -0.0367 0.1396 -0.1564
H 0.648 -1.199 -6.651 -0.0098 -0.1846 0.1301
H 1.767 0.474 -7.765 0.1113 -0.0030 0.5343
C -5.619 -6.116 -4.807 0.0375 -0.1985 -0.1802
C -6.370 -4.864 -4.404 0.2962 -0.1164 0.2214
O -6.625 -4.880 -3.007 0.0475 -0.0028 0.3169
H -6.197 -7.010 -4.551 -0.0095 0.1480 -0.0865
H -5.418 -6.121 -5.882 0.0491 -0.0564 0.0737
H -4.668 -6.188 -4.270 -0.0161 0.1050 -0.1061
H -7.329 -4.807 -4.926 0.0530 0.0349 0.2330
H -5.792 -3.966 -4.645 -0.0200 -0.0064 -0.2048
H -5.767 -4.921 -2.552 -0.3387 0.1156 -0.2396
```
Positions in Å, forces in eV/Å.

Values from the calculation:
- HOMO level (eV) = -9.904
- structure (SMILES) = O=C1C=C(CCCO)C(=O)O1.CCO.CCO.CCO.CCO.CCO.CCO.CCO.CCO.CCO
- energy (hartree) = -1967.53916
- charge = 0